{
  "formula": "C17H32N2O8PS",
  "method": "the ωB97M-V functional and the def2-TZVPD basis",
  "gap_ev": 9.08,
  "mol_weight_g_mol": 455.5,
  "lumo_ev": -2.4,
  "total_charge": 1,
  "species": ["C", "C", "O", "N", "C", "C", "C", "C", "O", "O", "O", "C", "O", "O", "C", "P", "O", "O", "S", "H", "H", "H", "H", "H", "H", "H", "H", "H", "H", "H", "H", "C", "C", "C", "C", "N", "C", "C", "C", "C", "C", "H", "H", "H", "H", "H", "H", "H", "H", "H", "H", "H", "H", "H", "H", "H", "H", "H", "H", "H", "H"],
  "coordinates": [[6.19, -1.37, 1.78], [6.06, -0.14, 0.91], [6.99, 0.52, 0.57], [4.75, 0.04, 0.30], [4.87, 0.73, -1.00], [3.62, 0.45, 1.10], [3.86, 0.75, 2.58], [4.50, 2.11, 2.77], [5.33, 2.59, 2.06], [4.00, 2.70, 3.86], [3.01, 1.68, 0.56], [1.68, 1.63, 0.74], [0.91, 2.50, 0.55], [1.31, 0.37, 1.15], [2.42, -0.47, 0.85], [2.22, -2.11, 1.63], [3.23, -2.93, 0.70], [0.74, -2.49, 1.08], [2.40, -2.27, 3.51], [5.49, -1.39, 2.62], [5.95, -2.24, 1.17], [7.21, -1.43, 2.15], [3.90, 0.72, -1.50], [5.58, 0.18, -1.61], [5.22, 1.75, -0.89], [4.48, -0.01, 3.06], [2.90, 0.73, 3.10], [4.45, 3.56, 3.94], [2.41, -0.64, -0.24], [3.05, -3.88, 0.74], [0.51, -1.93, 0.33], [-2.17, -0.45, 1.09], [-1.66, 0.01, -0.27], [-2.38, 1.25, -0.80], [-3.88, 1.18, -1.06], [-4.37, 0.22, -2.14], [-4.48, -1.19, -1.61], [-5.84, -1.25, -0.94], [-6.73, -0.47, -1.92], [-5.81, 0.59, -2.53], [-3.48, 0.28, -3.33], [-3.24, -0.66, 1.09], [-1.67, -1.36, 1.43], [-1.98, 0.32, 1.84], [-1.68, -0.81, -0.99], [-0.61, 0.30, -0.17], [-1.87, 1.64, -1.69], [-2.28, 2.04, -0.05], [-4.22, 2.16, -1.38], [-4.43, 0.92, -0.16], [-4.44, -1.86, -2.47], [-3.64, -1.40, -0.95], [-5.81, -0.76, 0.04], [-6.17, -2.27, -0.79], [-7.59, -0.02, -1.43], [-7.10, -1.14, -2.69], [-6.00, 1.59, -2.18], [-5.85, 0.59, -3.62], [-2.49, -0.08, -3.06], [-3.42, 1.31, -3.68], [-3.90, -0.35, -4.11]],
  "nbo_charge": [-0.72, 0.72, -0.51, -0.54, -0.40, 0.47, -0.58, 0.80, -0.56, -0.67, -0.50, 0.98, -0.57, -0.53, -0.32, 1.79, -0.98, -0.97, -0.51, 0.22, 0.25, 0.25, 0.19, 0.22, 0.23, 0.27, 0.26, 0.50, 0.22, 0.52, 0.50, -0.62, -0.43, -0.42, -0.21, -0.21, -0.22, -0.42, -0.43, -0.21, -0.41, 0.18, 0.24, 0.23, 0.18, 0.25, 0.22, 0.25, 0.23, 0.22, 0.22, 0.25, 0.22, 0.26, 0.25, 0.23, 0.23, 0.23, 0.23, 0.23, 0.23]
}

{
  "formula": "C11H11NOS2",
  "method": "the ωB97M-V functional and the def2-TZVPD basis",
  "gap_ev": 8.92,
  "mol_weight_g_mol": 237.3,
  "lumo_ev": 0.5,
  "total_charge": 0,
  "species": ["S", "O", "S", "C", "C", "C", "C", "C", "C", "C", "N", "C", "C", "C", "C", "H", "H", "H", "H", "H", "H", "H", "H", "H", "H", "H"],
  "coordinates": [[-2.18, 1.53, 3.30], [-0.38, -0.03, 2.36], [-0.88, 1.68, -1.81], [-1.19, 1.07, 2.05], [0.92, -1.86, 1.66], [1.72, -2.51, 0.70], [1.13, -0.78, -0.87], [0.32, -0.64, 1.35], [1.81, -1.98, -0.58], [0.40, -0.07, 0.07], [-1.26, 1.61, 0.75], [2.63, -2.59, -1.67], [-0.16, 1.34, -0.17], [-2.51, 2.31, -1.20], [-2.33, 2.51, 0.29], [0.80, -2.35, 2.64], [2.18, -3.47, 0.87], [1.19, -0.32, -1.88], [3.04, -3.54, -1.41], [2.02, -2.76, -2.59], [3.46, -1.91, -1.94], [0.65, 2.08, -0.01], [-3.25, 1.52, -1.36], [-2.84, 3.24, -1.74], [-3.28, 2.40, 0.79], [-2.01, 3.54, 0.40]],
  "nbo_charge": [-0.16, -0.47, 0.19, 0.39, -0.26, -0.19, -0.17, 0.34, -0.03, -0.11, -0.45, -0.63, -0.17, -0.51, -0.22, 0.24, 0.22, 0.22, 0.22, 0.22, 0.22, 0.21, 0.22, 0.24, 0.25, 0.20]
}

{
  "formula": "C3H8INOS",
  "method": "the ωB97M-V functional and the def2-TZVPD basis",
  "gap_ev": 8.01,
  "mol_weight_g_mol": 233.1,
  "lumo_ev": -0.2,
  "total_charge": 0,
  "species": ["C", "C", "C", "N", "O", "S", "I", "H", "H", "H", "H", "H", "H", "H", "H"],
  "coordinates": [[-2.02, 0.12, -0.96], [-0.34, 1.38, 0.45], [-0.69, 0.11, -0.23], [0.14, -0.84, -0.24], [2.05, -1.14, 1.71], [3.26, -2.03, 1.01], [4.46, -0.51, -0.47], [-1.97, -0.62, -1.68], [-2.90, -0.11, -0.41], [-2.21, 1.06, -1.47], [0.00, 2.03, -0.38], [-1.20, 1.80, 0.91], [0.31, 1.40, 1.32], [1.35, -0.95, 0.99], [-0.25, -1.71, -0.55]],
  "nbo_charge": [-0.69, -0.69, 0.37, -0.67, -0.88, 0.34, -0.04, 0.22, 0.24, 0.23, 0.24, 0.22, 0.24, 0.50, 0.35]
}